Record 1
ORCA calculation (ωB97M-V/def2-TZVPD) on a structure of composition C2H2O2P2 in a non-equilibrium geometry.

The geometry in ORCA input format:
```
! RIJCOSX wB97M-V def2-TZVPD def2/J DEFGRID3
* xyz 0 1
C 1.757 0.003 0.289
C 0.785 0.649 -0.337
O 2.772 -0.564 0.422
O 0.220 1.683 -0.499
P -0.470 -1.056 0.835
P -1.383 -0.928 -1.069
H -1.347 0.145 1.345
H -2.334 0.067 -0.986
*
```

Energy, Eh: -910.414745
HOMO energy (alpha / beta), eV: -9.1 / -8.2
E_LUMO (alpha / beta), eV: -2.0 / -1.9
Energy above the lowest of the compared OMol25 structures with the same formula, charge and spin, eV: 4.2975
Gap between HOMO and LUMO (alpha / beta), eV: 7.07 / 6.23

Record 2
ORCA calculation (ωB97M-V/def2-TZVPD) on a structure of composition C4H46BO31 in a non-equilibrium geometry.

The geometry in ORCA input format:
```
! RIJCOSX wB97M-V def2-TZVPD def2/J DEFGRID3
* xyz -1 1
O -1.283 2.596 -1.970
C -0.732 2.065 -0.975
O -1.173 1.021 -0.472
B -0.050 0.431 0.267
O 0.944 1.516 0.409
C 0.550 2.397 -0.416
O 1.300 3.280 -0.882
O 0.441 -0.716 -0.469
C 0.293 -1.684 0.263
O 0.602 -2.864 -0.032
C -0.167 -1.322 1.540
O -0.466 -0.116 1.616
O -0.113 -2.048 2.531
O 0.261 0.680 -3.701
H 0.204 1.667 -3.635
H 1.088 0.517 -4.136
O -1.477 -4.055 5.240
H -1.252 -3.252 5.724
H -1.650 -3.853 4.300
O 1.568 -1.723 4.582
H 1.334 -0.988 5.192
H 0.913 -1.648 3.898
O 2.793 -0.343 1.673
H 3.434 -0.862 2.178
H 3.282 0.479 1.715
O 0.457 3.298 -4.224
H -0.102 3.907 -3.708
H -0.059 3.006 -4.922
O 3.130 2.075 -2.404
H 2.660 2.673 -1.802
H 4.059 2.287 -2.461
O 0.044 -4.837 2.798
H -0.145 -3.905 2.857
H -0.736 -5.164 2.361
O -2.487 2.195 -4.333
H -3.198 1.588 -4.236
H -2.051 2.291 -3.492
O -2.913 -0.385 -1.981
H -2.571 -0.478 -2.821
H -2.436 0.365 -1.672
O -1.184 0.245 4.760
H -1.782 -0.096 4.113
H -0.353 0.385 4.304
O -1.146 5.254 -3.200
H -1.134 5.438 -4.135
H -0.279 5.557 -2.792
O -3.383 3.218 0.704
H -3.530 3.979 1.192
H -3.031 3.595 -0.115
O 1.011 5.730 -1.735
H 1.284 4.827 -1.634
H 0.791 6.097 -0.902
O -2.730 -3.296 2.767
H -2.754 -3.695 1.902
H -2.879 -2.363 2.586
O -2.702 5.079 -1.008
H -3.570 5.013 -1.445
H -1.997 5.222 -1.625
O 3.834 2.419 1.599
H 3.019 2.876 1.532
H 4.368 2.856 2.312
O 2.170 -5.236 1.348
H 1.416 -4.992 1.857
H 1.781 -5.350 0.472
O 1.407 -2.399 -2.833
H 0.629 -2.780 -2.449
H 1.694 -1.762 -2.213
O 3.506 -2.897 0.845
H 3.055 -3.743 0.940
H 2.832 -2.237 0.830
O -2.458 -2.473 -0.235
H -3.208 -3.016 -0.061
H -2.834 -1.583 -0.437
O -1.126 -3.434 -2.345
H -1.676 -3.233 -1.576
H -1.405 -2.708 -2.897
O 1.178 -5.186 -1.272
H 2.003 -4.997 -1.766
H 0.905 -4.332 -0.914
O 1.278 1.190 3.444
H 1.477 2.038 3.037
H 1.227 0.698 2.643
*
```

Energy, Eh: -2537.610431
HOMO energy, eV: -7.5
E_LUMO, eV: 0.8
Energy above the lowest of the compared OMol25 structures with the same formula, charge and spin, eV: 0.9132
Gap between HOMO and LUMO, eV: 8.30

Record 3
ORCA calculation (ωB97M-V/def2-TZVPD) on an isolated molecule of C16H17N5O3S in a non-equilibrium geometry.

The geometry in ORCA input format:
```
! RIJCOSX wB97M-V def2-TZVPD def2/J DEFGRID3
* xyz 0 1
C 2.052 0.092 -6.532
C 0.558 0.073 -6.234
C 0.260 -0.536 -4.863
N 0.831 0.254 -3.796
C 1.751 -0.244 -2.943
O 2.162 -1.381 -2.981
N 2.214 0.719 -2.036
C 2.852 0.568 -0.827
O 3.109 1.540 -0.161
C 3.213 -0.841 -0.413
H 2.689 -1.590 -1.003
H 4.290 -0.985 -0.494
S 2.817 -1.062 1.349
C 1.186 -0.521 1.270
N 0.540 -0.126 0.216
N -0.695 0.221 0.631
C -0.745 0.019 1.914
C -1.855 0.248 2.782
C -3.090 0.717 2.398
N -3.898 0.815 3.484
C -3.214 0.415 4.601
C -3.619 0.345 5.927
C -2.698 -0.101 6.851
C -1.406 -0.469 6.468
C -0.997 -0.402 5.154
C -1.909 0.046 4.201
H 0.003 -0.686 4.865
H -0.716 -0.813 7.224
H -2.978 -0.169 7.891
H -4.619 0.631 6.221
H -4.853 1.133 3.471
H -3.421 0.979 1.414
O 0.439 -0.462 2.388
H 1.908 1.674 -2.182
H 0.478 1.189 -3.674
H 0.705 -1.530 -4.785
H -0.822 -0.618 -4.716
H 0.039 -0.517 -6.991
H 0.161 1.090 -6.273
H 2.584 0.684 -5.791
H 2.241 0.518 -7.514
H 2.454 -0.918 -6.509
*
```

Energy, Eh: -1517.640208
SMILES string: CCCNC(=O)NC(=O)CSc1nnc(-c2c[nH]c3ccccc23)o1
HOMO energy, eV: -7.8
E_LUMO, eV: 0.7
Energy above the lowest of the compared OMol25 structures with the same formula, charge and spin, eV: 0.1592
Gap between HOMO and LUMO, eV: 8.48

Record 4
ORCA calculation (ωB97M-V/def2-TZVPD) on a structure of composition C38H48BCrN10O2S2.

The geometry in ORCA input format:
```
! RIJCOSX wB97M-V def2-TZVPD def2/J DEFGRID3
* xyz 2 6
Cr 0.586 0.578 -0.526
C -2.404 0.435 -2.691
C -2.510 0.853 -1.267
C -3.678 1.231 -0.554
C -3.211 1.713 0.665
N -1.891 1.576 0.681
N -1.455 1.039 -0.493
B -0.920 2.036 1.861
N 0.191 2.920 1.231
C 0.717 4.068 1.688
C 1.686 4.492 0.807
C 1.714 3.521 -0.198
C 2.530 3.514 -1.447
N 0.827 2.563 0.080
N -0.277 0.804 2.493
C -0.222 0.349 3.759
C 0.591 -0.760 3.779
C 1.017 -0.922 2.453
C 1.941 -1.959 1.907
N 0.487 0.022 1.684
N -1.780 2.847 2.796
C -2.252 4.107 2.585
C -3.242 4.347 3.496
C -3.340 3.150 4.243
C -4.243 2.859 5.395
N -2.476 2.251 3.806
H -3.260 -0.172 -2.987
H -1.486 -0.121 -2.868
H -2.400 1.320 -3.329
H -4.691 1.248 -0.920
H -3.739 2.134 1.505
H 0.376 4.505 2.610
H 2.285 5.383 0.875
H 3.536 3.885 -1.250
H 2.081 4.172 -2.193
H 2.596 2.516 -1.875
H -0.766 0.846 4.541
H 0.856 -1.357 4.633
H 1.566 -2.963 2.110
H 2.924 -1.879 2.371
H 2.065 -1.842 0.832
H -1.858 4.735 1.803
H -3.804 5.255 3.627
H -4.184 3.652 6.140
H -3.955 1.923 5.871
H -5.284 2.792 5.075
O -2.180 -1.161 1.410
S -3.451 -1.392 0.728
C -3.561 -3.163 0.292
C -2.250 -3.637 -0.313
C -2.068 -3.185 -1.759
C -0.710 -3.544 -2.344
S 0.621 -2.623 -1.503
O 0.029 -1.228 -1.360
C 1.813 -2.573 -2.820
C 1.871 -1.490 -3.683
C 2.826 -1.492 -4.689
C 3.694 -2.569 -4.826
C 3.623 -3.646 -3.953
C 2.686 -3.647 -2.929
C -4.814 -1.126 1.798
C -6.099 -1.345 1.311
C -7.167 -1.130 2.163
C -6.937 -0.692 3.464
C -5.647 -0.457 3.918
C -4.559 -0.662 3.082
H -4.410 -3.256 -0.388
H -3.798 -3.653 1.237
H -2.244 -4.728 -0.249
H -1.427 -3.283 0.314
H -2.199 -2.104 -1.828
H -2.831 -3.642 -2.395
H -0.655 -3.317 -3.408
H -0.467 -4.598 -2.196
H 1.189 -0.657 -3.562
H 2.888 -0.656 -5.373
H 4.429 -2.569 -5.621
H 4.300 -4.483 -4.063
H 2.640 -4.472 -2.228
H -6.267 -1.676 0.293
H -8.177 -1.300 1.817
H -7.776 -0.528 4.127
H -5.482 -0.116 4.932
H -3.546 -0.463 3.409
N 2.609 0.216 -0.845
C 3.748 0.060 -0.992
N 5.021 -0.108 -1.154
C 5.536 -1.311 -1.847
C 6.641 -0.896 -2.820
C 6.315 0.466 -3.425
C 6.377 1.565 -2.353
C 5.959 1.018 -0.984
H 4.701 -1.760 -2.387
H 5.895 -2.024 -1.103
H 6.728 -1.662 -3.591
H 7.605 -0.858 -2.309
H 5.311 0.427 -3.860
H 6.997 0.701 -4.240
H 5.740 2.403 -2.638
H 7.393 1.954 -2.269
H 5.481 1.771 -0.360
H 6.813 0.631 -0.428
*
```

Energy, Eh: -4040.201337
HOMO energy (alpha / beta), eV: -12.5 / -13.1
E_LUMO (alpha / beta), eV: -4.2 / -8.2
Energy above the lowest of the compared OMol25 structures with the same formula, charge and spin, eV: 0.1085
Gap between HOMO and LUMO (alpha / beta), eV: 8.30 / 4.88

Record 5
ORCA calculation (ωB97M-V/def2-TZVPD) on a structure of composition C7H17LaO3 in a non-equilibrium geometry.

The geometry in ORCA input format:
```
! RIJCOSX wB97M-V def2-TZVPD def2/J DEFGRID3
* xyz 2 1
C 2.445 -0.452 1.312
C 1.101 -0.586 2.021
O -0.208 1.394 0.700
C -1.390 1.987 1.160
C -2.386 2.159 0.023
O -2.403 0.926 -0.710
C -3.428 0.813 -1.687
H 2.595 0.573 0.929
H 3.248 -0.609 2.045
H 1.282 -0.429 3.099
H 0.043 -0.324 2.126
H -1.194 2.979 1.603
H -1.857 1.355 1.940
H -2.080 2.966 -0.662
H -3.396 2.365 0.406
H -3.488 -0.238 -1.990
H -4.386 1.112 -1.241
H -3.196 1.441 -2.558
C 1.918 -2.157 -1.972
O 1.718 -1.281 -0.863
C 2.696 -1.423 0.178
H 1.130 -1.985 -2.713
H 2.885 -1.918 -2.433
H 1.870 -3.201 -1.634
H 3.668 -1.222 -0.294
H 2.624 -2.459 0.544
H 0.514 -1.604 1.418
La -0.323 -0.184 -0.748
*
```

Energy, Eh: -533.538892
HOMO energy, eV: -16.6
E_LUMO, eV: -8.3
Energy above the lowest of the compared OMol25 structures with the same formula, charge and spin, eV: 0.0000
Gap between HOMO and LUMO, eV: 8.27

Record 6
ORCA calculation (ωB97M-V/def2-TZVPD) on a cluster of 2 separate species, C5H14O2 in total in a non-equilibrium geometry.

The geometry in ORCA input format:
```
! RIJCOSX wB97M-V def2-TZVPD def2/J DEFGRID3
* xyz 0 1
C -0.467 1.586 -1.281
O -1.568 2.503 -1.152
C 0.735 1.886 -0.410
C 1.976 0.963 -0.714
C 2.022 -0.465 -0.096
C 0.681 -1.094 0.415
H -0.072 1.754 -2.295
H -0.908 0.589 -1.365
H -1.599 2.693 -0.222
H 0.552 1.844 0.670
H 1.054 2.905 -0.619
H 2.834 1.574 -0.446
H 1.834 0.752 -1.779
H 2.868 -0.438 0.603
H 2.303 -1.136 -0.910
H 0.786 -2.169 0.493
H 0.609 -0.594 1.388
H -0.098 -0.772 -0.263
H -3.881 -3.749 2.822
H -5.199 -4.343 2.887
O -4.463 -4.290 2.275
*
```

Energy, Eh: -349.334237
SMILES string: CCCCCO.O
HOMO energy, eV: -10.2
E_LUMO, eV: 0.8
Energy above the lowest of the compared OMol25 structures with the same formula, charge and spin, eV: 1.1310
Gap between HOMO and LUMO, eV: 11.06

Record 7
ORCA calculation (ωB97M-V/def2-TZVPD) on an isolated molecule of C4H6O2 in a non-equilibrium geometry.

The geometry in ORCA input format:
```
! RIJCOSX wB97M-V def2-TZVPD def2/J DEFGRID3
* xyz 0 1
C -0.647 -1.688 -0.017
C 0.345 -0.681 0.181
O 1.474 -0.841 0.680
C -0.319 0.703 0.158
C 0.703 1.747 -0.154
O 0.423 2.814 -0.646
H 0.332 -1.019 -1.082
H -1.562 -1.492 -0.564
H -0.641 -2.579 0.628
H -1.204 0.812 -0.482
H -0.641 0.786 1.204
H 1.737 1.439 0.093
*
```

Energy, Eh: -306.346707
HOMO energy (alpha / beta), eV: -9.3 / -9.3
E_LUMO (alpha / beta), eV: -0.9 / -0.9
Energy above the lowest of the compared OMol25 structures with the same formula, charge and spin, eV: 4.3426
Gap between HOMO and LUMO (alpha / beta), eV: 8.39 / 8.39

Record 8
ORCA calculation (ωB97M-V/def2-TZVPD) on the ion C8H18NS with charge +1 in a non-equilibrium geometry.

The geometry in ORCA input format:
```
! RIJCOSX wB97M-V def2-TZVPD def2/J DEFGRID3
* xyz 1 1
C -1.907 -0.052 0.527
C -1.060 2.614 0.534
C 0.340 -2.090 -0.834
C 2.152 -0.572 -0.110
C 0.292 -1.230 1.558
C -0.436 0.371 -1.672
C 0.086 1.601 0.355
C 0.691 -0.935 0.129
N -0.272 0.221 -0.257
S -3.130 -0.632 -0.223
H -1.760 0.527 1.422
H -1.682 2.729 1.496
H -0.675 3.625 0.334
H -1.802 2.428 -0.199
H 0.996 -1.996 -1.666
H 0.681 -3.086 -0.300
H -0.738 -2.155 -1.155
H 2.265 -0.196 -1.090
H 2.743 -1.470 0.098
H 2.576 0.199 0.613
H -0.462 -2.109 1.571
H 1.151 -1.714 2.019
H 0.002 -0.459 2.323
H 0.563 0.048 -2.209
H -1.195 -0.543 -1.883
H -0.852 1.375 -2.101
H 0.748 1.446 1.158
H 0.685 2.054 -0.441
*
```

Energy, Eh: -768.193201
SMILES string: CC[N@+](C)(C=S)C(C)(C)C
HOMO energy, eV: -13.8
E_LUMO, eV: -4.8
Energy above the lowest of the compared OMol25 structures with the same formula, charge and spin, eV: 2.0729
Gap between HOMO and LUMO, eV: 9.08

Record 9
ORCA calculation (ωB97M-V/def2-TZVPD) on an isolated molecule of C5H8O.

The geometry in ORCA input format:
```
! RIJCOSX wB97M-V def2-TZVPD def2/J DEFGRID3
* xyz 0 1
C -1.326 -0.911 -0.528
C -0.555 0.388 -0.558
C -0.240 1.159 0.699
C 0.863 0.525 -0.068
C 1.697 -0.574 0.490
O 2.188 -1.373 -0.268
H -1.065 -1.515 0.348
H -2.404 -0.713 -0.496
H -1.122 -1.515 -1.420
H -0.768 1.000 -1.433
H -0.489 0.673 1.641
H -0.280 2.241 0.704
H 1.503 1.158 -0.679
H 1.999 -0.542 1.566
*
```

Energy, Eh: -270.506378
SMILES string: C[C@H]1C[C@H]1C=O
HOMO energy, eV: -9.8
E_LUMO, eV: 0.9
Energy above the lowest of the compared OMol25 structures with the same formula, charge and spin, eV: 1.4018
Gap between HOMO and LUMO, eV: 10.72

Record 10
ORCA calculation (ωB97M-V/def2-TZVPD) on an isolated molecule of C4H5NO in a non-equilibrium geometry.

The geometry in ORCA input format:
```
! RIJCOSX wB97M-V def2-TZVPD def2/J DEFGRID3
* xyz 0 1
O 1.239 0.515 1.936
C 0.562 0.174 1.011
C -0.702 0.773 0.369
C -0.598 -0.299 -0.696
N 0.734 -0.310 -1.267
C 0.503 -1.046 -0.026
H -1.509 0.610 1.095
H -0.735 1.809 0.026
H -1.407 -0.658 -1.312
H 1.219 0.559 -1.048
H 0.693 -2.127 -0.089
*
```

Energy, Eh: -285.330333
SMILES string: O=C1C[C@H]2N[C@@H]12
HOMO energy, eV: -9.7
E_LUMO, eV: 1.0
Energy above the lowest of the compared OMol25 structures with the same formula, charge and spin, eV: 2.2926
Gap between HOMO and LUMO, eV: 10.69

Record 11
ORCA calculation (ωB97M-V/def2-TZVPD) on a structure of composition C29H36N3O8Re in a non-equilibrium geometry.

The geometry in ORCA input format:
```
! RIJCOSX wB97M-V def2-TZVPD def2/J DEFGRID3
* xyz 1 2
Re -0.227 0.296 0.151
C 1.772 1.950 -1.169
C 1.394 2.428 0.074
C 1.484 1.348 1.044
C 1.983 0.195 0.341
C 2.052 0.545 -1.028
C 2.456 -0.363 -2.132
C 2.601 -1.010 0.996
C 1.636 1.597 2.518
C 0.895 3.788 0.416
C 1.801 2.699 -2.464
H 2.993 0.180 -2.909
H 1.572 -0.818 -2.587
H 3.086 -1.173 -1.767
H 3.683 -0.861 1.050
H 2.395 -1.930 0.460
H 2.237 -1.135 2.016
H 2.673 1.859 2.740
H 1.368 0.728 3.116
H 1.007 2.426 2.842
H 1.628 4.311 1.035
H -0.023 3.715 1.004
H 0.710 4.403 -0.464
H 2.803 3.082 -2.671
H 1.131 3.561 -2.457
H 1.523 2.061 -3.305
N -1.915 -0.947 0.878
C -3.371 -0.968 0.521
C -3.799 0.348 -0.098
C -3.265 0.491 -1.533
C -2.417 1.739 -1.731
N -0.968 1.455 -1.463
H -1.538 -1.891 0.818
H -1.824 -0.687 1.868
H -3.937 -1.190 1.426
H -3.521 -1.795 -0.173
H -3.390 1.145 0.525
H -4.881 0.466 -0.065
H -4.083 0.462 -2.252
H -2.630 -0.366 -1.777
H -2.719 2.542 -1.060
H -2.480 2.117 -2.752
H -0.479 2.342 -1.452
H -0.615 0.931 -2.263
O 0.193 -2.712 0.158
C -0.250 -2.388 -0.939
O -0.240 -1.127 -1.332
C -0.952 -3.359 -1.808
C -1.414 -2.990 -3.067
C -2.101 -3.892 -3.882
C -2.299 -5.151 -3.372
O -2.930 -6.194 -3.960
C -2.876 -7.284 -3.027
O -2.169 -6.822 -1.873
C -1.841 -5.522 -2.114
C -1.163 -4.657 -1.305
H -1.223 -1.988 -3.425
H -2.454 -3.622 -4.868
H -2.334 -8.114 -3.479
H -3.889 -7.566 -2.746
H -0.787 -4.943 -0.333
O -1.122 0.500 3.244
C -1.436 1.506 2.618
O -1.191 1.683 1.347
C -2.120 2.660 3.274
C -2.289 2.666 4.656
C -2.928 3.730 5.275
C -3.410 4.792 4.522
C -3.232 4.757 3.152
C -2.595 3.717 2.510
N -3.740 5.876 2.326
O -4.257 6.806 2.901
O -3.600 5.787 1.121
H -1.914 1.831 5.232
H -3.053 3.737 6.349
H -3.911 5.634 4.977
H -2.476 3.736 1.438
*
```

Energy, Eh: -1970.877292
HOMO energy (alpha / beta), eV: -10.4 / -10.7
E_LUMO (alpha / beta), eV: -3.3 / -3.6
Energy above the lowest of the compared OMol25 structures with the same formula, charge and spin, eV: 2.0848
Gap between HOMO and LUMO (alpha / beta), eV: 7.06 / 7.13

Record 12
ORCA calculation (ωB97M-V/def2-TZVPD) on a cluster of 2 separate species, H7N2 in total in a non-equilibrium geometry.

The geometry in ORCA input format:
```
! RIJCOSX wB97M-V def2-TZVPD def2/J DEFGRID3
* xyz 1 1
N -0.554 -0.318 1.332
H 0.153 -0.891 1.730
H -1.478 -0.430 1.744
H -0.306 0.647 1.543
H -0.493 -0.413 0.303
N 0.418 0.389 -1.445
H 0.209 0.197 -2.422
H 1.035 -0.372 -1.166
H 1.016 1.192 -1.617
*
```

Energy, Eh: -113.453449
HOMO energy, eV: -15.6
E_LUMO, eV: -4.1
Energy above the lowest of the compared OMol25 structures with the same formula, charge and spin, eV: 0.5529
Gap between HOMO and LUMO, eV: 11.44